(1)
The following is a quantum chemistry calculation of a structure of composition C40H94N6O24Sr2 in a non-equilibrium geometry, from the Open Molecules 2025 dataset.

Output
- HOMO-LUMO gap: 8.31 eV
- HOMO level: -8.05 eV

ORCA input file:
```
! RIJCOSX wB97M-V def2-TZVPD def2/J DEFGRID3
* xyz 0 1
Sr -0.21804 -1.22995 -1.24973
Sr 2.59900 -2.36567 2.14475
O 2.77423 -3.74530 -2.15491
C 2.62793 -3.42794 -0.89356
O 3.51294 -3.70797 -0.02243
O 1.57872 -2.92129 -0.42958
H 2.07778 -3.19725 -2.52397
O -0.66071 -2.17683 -5.31025
C -0.13639 -1.80092 -4.16288
O 0.48714 -2.63050 -3.50970
O -0.21746 -0.63191 -3.78053
H -0.22243 -3.02990 -5.26806
O -1.91199 -2.20512 2.88985
C -0.70600 -2.05682 2.33312
O 0.23627 -2.36425 3.05890
O -0.58050 -1.41451 1.24292
H -1.56360 -2.64380 3.66946
O 3.24391 1.66068 -0.22408
C 2.47681 0.56051 -0.12808
O 1.67096 0.38558 -1.05428
O 2.53026 -0.20497 0.81035
H 2.87815 2.00884 -1.04054
C -3.28750 1.82680 -6.54066
O -3.98668 0.65221 -6.01443
C -3.12559 -0.15873 -5.23482
C -3.85400 -1.42116 -4.71796
N -4.81112 -0.98674 -3.70789
C -5.59234 -2.19962 -3.33425
C -6.96109 -1.98214 -2.72813
O -7.59112 -1.11387 -3.74204
C -8.67096 -0.24216 -3.42522
H -3.87327 2.71068 -6.79313
H -2.84339 1.55682 -7.49877
H -2.49374 2.23602 -5.91569
H -2.83265 0.44154 -4.37345
H -2.25267 -0.43431 -5.82657
H -3.09649 -2.07362 -4.28370
H -4.24851 -1.84545 -5.64123
H -5.44672 -0.31367 -4.11174
H -5.00332 -2.95031 -2.80737
H -5.79312 -2.81513 -4.21113
H -6.92726 -1.55249 -1.72695
H -7.55510 -2.87510 -2.53349
H -9.56613 -0.84344 -3.26633
H -8.93777 0.41746 -4.25093
H -8.58258 0.30531 -2.48683
C -3.29514 7.20281 5.58821
O -3.31066 7.55281 4.26489
C -4.44095 7.12207 3.59684
C -4.48574 5.57560 3.37184
N -3.69191 5.13592 2.23736
C -2.24755 5.29826 2.44570
C -1.35931 4.67459 1.35903
O -0.12640 4.43998 2.03106
C 0.81383 3.47975 1.46376
H -4.28174 7.34079 6.03056
H -2.61410 7.87592 6.10899
H -3.02424 6.16067 5.75752
H -4.50629 7.65596 2.64879
H -5.36031 7.44945 4.08233
H -5.55872 5.38541 3.34647
H -4.11108 5.04966 4.24998
H -3.98593 5.66056 1.42594
H -2.16452 4.73977 3.37805
H -2.06595 6.35148 2.65983
H -1.26419 5.36007 0.51690
H -1.86653 3.81161 0.92764
H 1.59293 3.17540 2.16267
H 1.34982 3.85377 0.59145
H 0.32000 2.54831 1.18687
C 6.36969 2.28158 -3.48401
O 5.08450 1.87770 -3.74770
C 4.93876 0.82588 -4.78104
C 3.57386 0.10200 -4.58184
N 2.45006 0.79302 -5.22765
C 2.17637 2.08402 -4.66196
C 0.99863 2.84130 -5.38627
O 0.63816 3.95393 -4.65436
C -0.23147 4.79698 -5.39562
H 6.40411 3.01902 -2.68207
H 6.71120 2.75191 -4.40610
H 7.09520 1.49237 -3.28682
H 5.78086 0.13774 -4.85464
H 4.95877 1.31738 -5.75373
H 3.31948 -0.08856 -3.53921
H 3.64736 -0.77622 -5.22326
H 1.67678 0.18441 -5.00022
H 3.08611 2.67258 -4.78062
H 2.04963 2.01815 -3.58136
H 0.13265 2.18983 -5.50359
H 1.33519 3.21208 -6.35443
H -0.32137 5.74829 -4.87118
H -1.22126 4.35060 -5.49138
H 0.10261 4.99264 -6.41454
C 0.23783 -5.33806 2.04151
O 1.58177 -4.90797 2.23773
C 2.19284 -5.60428 3.32478
C 3.68375 -5.38147 3.26382
N 4.09126 -3.98754 3.54221
C 5.45973 -3.76010 3.04430
C 5.87872 -2.29838 3.25108
O 5.07341 -1.51819 2.43003
C 5.70153 -0.30098 1.91440
H -0.30135 -5.19404 2.97780
H 0.30816 -6.38272 1.73845
H -0.18583 -4.69462 1.27041
H 2.07032 -6.67622 3.16976
H 1.86165 -5.37050 4.33659
H 3.97702 -5.57057 2.23119
H 4.18379 -5.99641 4.01210
H 4.05915 -3.86087 4.54372
H 5.47523 -3.91962 1.96615
H 6.16574 -4.49116 3.43826
H 6.93212 -2.25264 2.97473
H 5.87780 -2.08634 4.32025
H 5.63217 0.51303 2.63598
H 5.16120 -0.11027 0.98717
H 6.74886 -0.50781 1.69433
C -0.82607 2.23086 -2.27785
O -1.38283 1.13717 -1.56437
C -2.80879 1.20016 -1.43275
C -3.17268 -0.04436 -0.60210
N -2.85027 -1.23782 -1.39110
C -3.27515 -2.35740 -0.55079
C -2.71327 -3.69536 -1.06443
O -1.32975 -3.55132 -1.28688
C -0.87572 -4.80646 -1.75803
H 0.25717 2.32825 -2.20580
H -1.36645 3.10275 -1.90921
H -1.04058 2.07256 -3.33475
H -3.36909 1.19264 -2.36768
H -3.01827 2.11561 -0.87942
H -4.22495 0.07883 -0.34587
H -2.56401 -0.08421 0.30125
H -3.40348 -1.20430 -2.23545
H -4.35375 -2.48907 -0.63669
H -3.02693 -2.24653 0.50477
H -3.17772 -3.92310 -2.02387
H -2.95391 -4.52643 -0.40147
H 0.20537 -4.82563 -1.89577
H -1.42782 -5.12068 -2.64378
H -1.08716 -5.58496 -1.02501
C -0.50101 1.25558 3.97520
O 0.22858 1.01239 5.14235
C 1.61957 1.37719 5.08144
C 2.45921 0.37627 4.19726
N 2.27181 -1.09498 4.48405
C 2.66312 -1.22206 5.86880
C 2.81437 -2.63529 6.34677
O 4.08395 -3.22725 6.08025
C 5.19215 -2.81889 6.90281
H -0.49964 2.26367 3.56067
H -1.54714 1.06413 4.21408
H -0.22510 0.63688 3.12128
H 1.96850 1.43739 6.11233
H 1.72353 2.34686 4.59458
H 3.53252 0.55690 4.25615
H 2.19970 0.61032 3.16480
H 1.26767 -1.19967 4.51316
H 1.84721 -0.84504 6.48544
H 3.55430 -0.64038 6.10448
H 2.13883 -3.31831 5.83177
H 2.52678 -2.76587 7.39001
H 5.23932 -1.72991 6.90151
H 6.09121 -3.21574 6.43133
H 5.05518 -3.16636 7.92682
*
```


(2)
The following is a quantum chemistry calculation of an isolated molecule of C16H19N5O in a non-equilibrium geometry, from the Open Molecules 2025 dataset.

Output
- HOMO-LUMO gap: 8.38 eV
- HOMO level: -8.18 eV
- ΔE to the lowest compared entry with this formula, charge and spin: 94.8 kcal/mol

ORCA input file:
```
! RIJCOSX wB97M-V def2-TZVPD def2/J DEFGRID3
* xyz 0 1
O 3.82855 2.23554 -0.39365
N 2.14322 1.08391 -1.33016
N -0.00781 1.61814 -0.53490
C 2.62872 1.87073 -0.38628
C 0.90699 1.08407 -1.43453
C 0.48178 2.09312 0.59128
C 1.83869 2.34088 0.69177
C 2.09682 3.28500 1.70779
C 1.04296 -3.73037 -0.93053
C -1.13156 -3.38517 -1.86571
C 1.45036 -2.51428 -1.51719
C -0.68782 -2.35193 -2.60111
C -0.27561 -4.10463 -1.06574
C 0.55790 -1.93986 -2.39812
N 0.97144 3.36057 2.43860
N 0.36352 0.36277 -2.44936
N -0.09157 2.65048 1.81871
C -0.80126 -5.32576 -0.41840
C 1.04193 -0.71217 -3.10804
C -2.14488 3.66903 2.61821
C -1.78201 1.22474 2.72813
C -1.49453 2.50758 1.97404
H 3.06646 3.80411 1.76292
H 1.72051 -4.42645 -0.31103
H -2.22904 -3.65521 -1.89865
H 2.40156 -2.01823 -1.31116
H -1.41247 -1.85229 -3.28456
H 0.76800 4.21762 2.90904
H -0.58140 0.11289 -2.13078
H 0.00193 -6.01842 -0.06309
H -1.28683 -4.92277 0.49156
H -1.52922 -5.95202 -0.93026
H 0.60643 -0.79249 -4.13168
H 2.11341 -0.75017 -3.23833
H -1.83744 3.67064 3.66191
H -3.28612 3.74368 2.58482
H -1.74362 4.56190 2.06785
H -1.64879 0.35310 2.07330
H -2.85176 1.15842 2.94534
H -1.29242 1.02633 3.67880
H -1.91503 2.41699 0.98916
*
```


(3)
The following is a quantum chemistry calculation of an isolated molecule of CH4N2O2S in a non-equilibrium geometry, from the Open Molecules 2025 dataset.

Output
- HOMO-LUMO gap: 9.48 eV
- HOMO level: -9.07 eV
- ΔE to the lowest compared entry with this formula, charge and spin: 66.5 kcal/mol

ORCA input file:
```
! RIJCOSX wB97M-V def2-TZVPD def2/J DEFGRID3
* xyz 0 1
C 0.00088 0.65612 0.94442
N -0.73557 1.74316 1.10428
N -0.48948 -0.38789 0.12297
O 0.00880 -2.75504 -0.66057
O 1.52460 -0.70163 -1.57367
S 0.65339 -1.65040 -0.04130
H 2.37488 -0.96332 -1.46143
H -0.30433 2.58123 1.35769
H -1.71096 1.88740 0.79477
H -1.32221 -0.40963 -0.58716
*
```


(4)
The following is a quantum chemistry calculation of a structure of composition C26H19BrEuFN3O4 in a non-equilibrium geometry, from the Open Molecules 2025 dataset.

Output
- HOMO-LUMO gap (alpha / beta): 4.92 / 4.74 eV
- HOMO level (alpha / beta): -5.32 / -8.17 eV
- ΔE to the lowest compared entry with this formula, charge and spin: 0.0 kcal/mol

ORCA input file:
```
! RIJCOSX wB97M-V def2-TZVPD def2/J DEFGRID3
* xyz 0 8
Eu 0.60618 -0.12201 -0.88607
Br -3.98620 -5.05837 2.57874
C -2.45211 -4.22051 1.86716
C -1.30868 -4.97509 1.63596
C -0.20470 -4.38466 1.06747
C -0.20797 -3.02494 0.72479
C -1.36268 -2.27123 0.99920
C -2.47561 -2.86274 1.56087
N 0.85685 -2.35921 0.11437
C 1.98282 -2.96386 -0.12907
C 3.08058 -2.30129 -0.78505
C 4.27582 -2.98918 -1.03948
C 5.31487 -2.32653 -1.66328
C 5.13628 -0.99779 -2.03365
C 3.91833 -0.39217 -1.77558
N 2.90324 -1.00958 -1.16640
H -1.29425 -6.02516 1.88022
H 0.65238 -5.00849 0.88299
H -1.37520 -1.20151 0.76672
H -3.36661 -2.28705 1.75749
H 2.14045 -4.01228 0.10656
H 4.38101 -4.02072 -0.73857
H 6.24907 -2.82708 -1.85796
H 5.92546 -0.44266 -2.51414
H 3.74009 0.63937 -2.06321
O 1.32827 1.91618 -1.35405
C 1.02100 3.01670 -0.84775
C 0.46475 3.23378 0.43904
C 0.31764 4.55962 0.89325
C -0.09667 4.80879 2.17311
C -0.38921 3.75077 3.05747
C -0.29248 2.45545 2.64031
C 0.10796 2.13377 1.31175
O 0.13341 0.91403 0.91489
N -0.21150 6.17493 2.63403
O 0.06213 7.05004 1.84437
O -0.56547 6.34075 3.77692
H 1.23203 3.92520 -1.43625
H 0.54428 5.38793 0.23630
H -0.69733 3.98884 4.06359
H -0.52207 1.63707 3.30901
F -4.71386 1.92750 0.17324
C -3.80196 1.30284 -0.58715
C -2.85131 2.06100 -1.25613
C -1.88085 1.41716 -1.99571
C -1.82948 -0.00109 -2.06990
C -0.75835 -0.67464 -2.82429
C -2.85161 -0.72354 -1.41368
C -3.82195 -0.07932 -0.67252
H -2.90325 3.13762 -1.21305
H -1.17658 2.00755 -2.58026
H -0.46043 -0.09686 -3.71043
H -1.02896 -1.69588 -3.11422
H -2.87590 -1.80239 -1.49567
H -4.61166 -0.62906 -0.18627
*
```


(5)
The following is a quantum chemistry calculation of the ion C4H7N2O3S with charge -1 in a non-equilibrium geometry, from the Open Molecules 2025 dataset.

Output
- HOMO-LUMO gap: 7.79 eV
- HOMO level: -4.01 eV
- ΔE to the lowest compared entry with this formula, charge and spin: 72.6 kcal/mol

ORCA input file:
```
! RIJCOSX wB97M-V def2-TZVPD def2/J DEFGRID3
* xyz -1 1
C 2.64274 0.53605 0.16108
C -3.17263 -0.32995 -0.14786
C 1.85799 -0.46950 -0.57967
C 0.55116 -0.86194 0.22541
N 3.86394 0.36207 0.42298
N -4.41883 -0.52998 0.00367
O -0.99124 0.67208 -1.40058
O -2.05759 -0.58457 0.49508
O -0.85460 1.48280 0.87549
S -0.67694 0.33169 -0.02695
H 1.94865 1.33268 0.27405
H -2.96263 0.29454 -1.05248
H 1.56661 -0.00662 -1.51059
H 2.48487 -1.33279 -0.78183
H 0.67900 -0.93269 1.35187
H 4.35313 1.14436 0.86918
H -4.81363 -1.10822 0.82115
*
```